No. 1
ORCA calculation (ωB97M-V with the def2-TZVPD basis set) on a structure of composition C34H72BeClCsF4LiO9P in a non-equilibrium geometry.

Computed properties:
**LUMO level**: -3.94 eV
**Net charge**: 0
**E_tot**: -88655.893 eV

Structure (XYZ):
```
124
Properties=species:S:1:pos:R:3:mulliken_charge:R:1
Cs 5.142 -3.001 -2.998 0.93
Cl 6.893 1.611 1.098 -0.29
P 2.299 -1.794 2.933 0.83
F -7.669 4.196 -1.309 -0.77
F 6.446 5.060 -0.377 -0.29
F 4.400 5.547 0.197 -0.25
F 5.937 7.095 0.177 -0.30
O -3.209 -7.161 4.461 -0.48
O -3.445 -1.746 3.454 -0.40
O -1.990 -8.230 2.832 -0.31
O -5.304 -0.219 -6.104 -0.42
O 3.086 -2.934 1.827 -0.59
O -3.927 -9.082 3.423 -0.35
O 6.454 4.081 2.220 -0.28
O 2.624 -0.376 1.919 -0.28
O 5.232 5.901 2.892 -0.68
C -2.586 -0.163 5.365 -0.65
C -0.730 4.216 -3.869 0.29
C 1.326 3.822 -2.233 0.20
C 1.751 -3.067 4.247 -0.68
C 3.751 -0.231 -0.528 0.04
C -6.567 -0.448 -5.508 -0.45
C 3.685 -0.877 -2.033 -2.01
C 5.408 3.123 2.340 -1.13
C -3.540 2.172 -4.271 -0.64
C -0.986 -7.226 2.966 -0.64
C -3.841 -0.895 4.599 -0.49
C -0.004 -0.001 -5.120 -0.80
C -0.125 0.022 0.735 0.36
C -3.005 2.949 -2.931 0.50
C -2.236 4.383 -3.242 -0.84
C -1.297 0.172 4.373 0.55
C -5.107 -9.038 4.224 -0.50
C 0.439 5.010 -2.984 -0.81
C -2.368 1.437 -5.160 -0.60
C 2.518 -0.755 0.473 0.98
C 2.563 -2.393 0.529 -0.31
C 1.147 -0.105 -3.950 0.29
C -1.643 1.556 3.526 -0.66
C -1.419 0.395 -4.321 0.14
C 2.679 -0.290 -4.503 -0.42
C -0.803 1.539 0.904 -0.06
C 6.113 5.477 1.991 0.15
C -3.057 -8.066 3.654 0.59
C -2.747 -2.978 3.940 -0.24
C -0.464 2.004 2.474 -0.47
C 3.675 0.215 -3.258 -0.07
C 1.230 0.017 -0.189 0.77
C 5.698 5.792 0.500 0.72
C 4.845 2.672 1.007 -0.53
Be -5.851 2.833 -3.049 0.29
Li -5.144 -10.791 2.850 0.93
H -0.891 -0.721 0.201 0.34
H 2.628 -3.639 4.778 0.36
H -2.941 0.778 -5.974 0.25
H 5.873 2.248 2.810 0.58
H 1.139 5.610 -3.712 0.30
H 3.794 0.949 -0.529 -0.23
H -2.898 5.053 -3.939 0.24
H -4.041 3.000 -4.970 0.36
H -1.696 -3.065 3.415 0.00
H -0.570 -7.229 3.979 0.32
H -4.405 1.450 -3.940 0.16
H -0.015 5.772 -2.219 0.34
H 2.865 -1.466 -4.583 0.03
H 5.635 2.551 0.261 0.46
H 1.509 -2.802 0.162 0.20
H -2.169 -0.892 6.191 0.25
H 2.757 -1.583 -2.136 0.65
H 0.975 -0.526 -1.195 -0.71
H 4.754 -0.593 -0.029 0.45
H -0.764 4.704 -4.954 0.42
H 4.668 -1.535 -2.182 1.01
H 4.313 1.722 1.121 0.38
H 1.986 4.257 -1.340 0.08
H -2.566 -2.973 5.101 0.24
H -1.980 -0.567 -3.930 0.39
H 1.551 1.150 -0.323 -0.10
H 0.015 -0.379 1.826 -0.92
H 0.218 0.785 -5.960 0.30
H -3.392 -3.918 3.672 0.12
H 1.100 -2.229 2.226 -0.50
H 3.480 -1.556 3.738 -0.19
H 4.123 3.393 0.620 0.19
H 1.422 -0.886 3.647 -0.33
H 0.945 -3.755 3.752 -0.11
H -1.050 0.980 -3.348 -0.40
H 2.006 3.252 -3.027 0.06
H 3.277 1.289 -2.940 -0.10
H -0.198 -1.073 -5.605 0.31
H -2.362 2.288 -2.199 -0.24
H -0.182 -7.457 2.263 0.29
H -5.729 -9.896 3.956 0.16
H -0.425 3.085 -3.936 -0.41
H -1.390 -6.240 2.715 0.28
H -6.723 0.285 -4.713 0.08
H -0.386 2.317 0.135 -0.43
H 4.616 3.445 3.025 0.44
H -0.369 0.387 5.068 0.28
H -2.989 0.827 5.864 0.34
H -4.670 -0.093 4.304 0.31
H 2.912 0.244 -5.518 0.35
H -1.721 2.239 -5.718 0.26
H 1.198 -2.458 5.112 0.20
H -7.352 -0.338 -6.261 0.26
H -0.252 3.179 2.479 0.43
H 0.578 1.513 2.774 0.14
H -6.594 -1.454 -5.083 0.26
H -1.988 1.451 0.818 0.31
H -2.138 4.950 -2.213 0.36
H 1.147 0.838 -3.220 -0.30
H -5.194 -0.884 -6.805 0.27
H -1.045 -0.748 3.695 -0.45
H -3.980 3.249 -2.310 0.09
H 4.724 0.393 -3.764 0.38
H 0.903 -1.075 -3.306 0.10
H -2.630 1.384 2.921 0.15
H -4.357 -1.620 5.382 0.33
H 7.114 5.933 2.032 0.23
H -5.675 -8.124 4.023 0.36
H -1.741 2.408 4.356 0.28
H 0.532 3.067 -1.795 -0.31
H 3.282 -2.968 -0.230 -0.22
H -4.855 -9.113 5.287 0.34
```



No. 2
ORCA calculation (ωB97M-V with the def2-TZVPD basis set) on a cluster of 7 separate species, C34H72F6N10O2P in total in a non-equilibrium geometry.

Computed properties:
**LUMO level**: -9.69 eV
**Energy relative to the best compared isomer or geometry (same formula, charge and spin)**: 0.0 kcal per mole
**Net charge**: +5
**E_tot**: -80976.220 eV

Structure (XYZ):
```
125
Properties=species:S:1:pos:R:3:mulliken_charge:R:1
P 0.117 0.196 0.013 1.43
F -0.335 -1.286 0.533 -0.37
F 0.052 0.688 1.555 -0.25
F -1.425 0.600 -0.303 -0.46
F 0.259 -0.431 -1.493 -0.31
F 0.543 1.661 -0.480 -0.40
F 1.680 -0.204 0.220 -0.39
O -0.154 8.610 2.131 -0.51
O -5.005 -1.889 -1.345 -0.39
N 0.047 -1.064 4.329 0.28
N 1.716 -0.356 -5.355 0.23
N -1.684 0.172 4.650 0.19
N 0.150 5.648 1.665 0.19
N 4.767 -4.359 1.569 0.10
N 3.411 -3.539 0.099 0.17
N 3.506 0.522 -6.210 0.10
N -2.854 -3.965 -0.453 0.38
N -4.490 1.922 -0.982 0.24
N -3.042 2.380 -2.518 0.28
C 0.026 4.270 2.257 -1.23
C 3.799 -4.653 0.713 0.10
C 2.488 -0.295 -6.436 -0.01
C -1.216 6.091 1.249 -0.91
C -3.665 1.400 -1.885 -0.22
C 0.546 -1.215 -5.243 -0.79
C -2.198 -5.289 -0.636 -0.85
C 1.428 -1.491 4.050 -0.28
C 2.317 -3.420 -0.882 -0.86
C -5.278 -3.026 -0.517 -0.67
C -4.335 -4.211 -0.724 -0.65
C 2.313 0.395 -4.356 -0.42
C -2.255 -2.950 -1.371 -0.43
C 2.414 -0.340 3.983 -1.31
C -2.564 1.339 4.714 -0.76
C 5.401 -5.325 2.503 -0.42
C 4.196 -2.497 0.549 -0.46
C -0.389 0.186 4.388 -0.43
C 5.008 -5.037 3.945 -1.06
C -4.335 0.514 1.069 -0.09
C -2.104 -1.138 4.746 -0.58
C -2.652 -3.554 0.980 -0.75
C -3.400 3.578 -1.935 -0.48
C 1.018 5.470 0.462 -0.92
C 5.732 -0.362 -6.885 -1.01
C 3.446 0.906 -4.890 -0.73
C -5.232 1.244 0.091 -0.91
C 5.023 -3.012 1.487 -0.62
C 0.760 6.534 2.752 -0.47
C 1.077 7.939 2.314 -0.52
C -1.019 -1.912 4.532 -0.59
C -2.137 2.195 -3.648 -0.81
C -4.311 3.293 -0.981 -0.61
C 4.639 0.665 -7.138 -0.58
H 1.094 6.442 -0.032 0.46
H 2.253 -0.772 -7.375 0.45
H -2.565 -5.991 0.107 0.43
H 3.958 -5.282 4.126 0.30
H 0.476 4.843 -0.238 0.30
H 1.861 -4.407 -0.947 0.26
H 6.629 -0.141 -7.458 0.38
H -0.355 3.583 1.500 0.27
H 5.593 -5.661 4.616 0.39
H -2.649 -1.982 -1.096 -0.06
H 1.619 5.947 3.084 0.39
H 1.895 0.486 -3.368 0.64
H -0.710 4.338 3.056 0.45
H -3.605 1.034 4.683 0.34
H 5.043 1.673 -7.053 0.36
H -0.054 9.559 2.265 0.35
H -3.126 -1.357 4.999 0.56
H -5.938 0.539 -0.354 0.25
H 4.142 -1.540 0.061 0.55
H -4.794 -2.198 -2.232 0.31
H -6.251 -3.418 -0.824 0.43
H -1.101 6.987 0.646 0.43
H 1.607 -2.694 -0.486 0.26
H -2.536 -3.219 -2.390 0.39
H -3.742 1.231 1.641 0.24
H 2.407 0.215 4.922 0.45
H -2.324 2.000 3.886 0.21
H -3.732 -0.222 0.545 -0.43
H -4.936 -0.015 1.813 0.52
H 5.119 -3.980 4.191 0.34
H -5.254 -2.692 0.516 0.35
H -4.431 -4.625 -1.727 0.42
H 6.478 -5.246 2.388 0.34
H -2.415 -5.684 -1.628 0.41
H -2.418 1.853 5.664 0.34
H -3.516 0.345 -2.030 0.41
H -1.322 2.910 -3.557 0.37
H 2.734 -3.184 -1.857 0.37
H 1.427 -2.001 3.084 0.31
H -1.816 6.229 2.140 0.37
H -4.743 3.920 -0.221 0.48
H 4.997 -6.285 2.191 0.27
H 1.605 7.893 1.355 0.22
H -2.976 4.493 -2.310 0.61
H 3.414 -0.709 3.778 0.36
H 6.005 -0.381 -5.828 0.32
H -1.172 -3.011 -1.317 0.10
H -1.713 1.195 -3.609 0.20
H 5.399 -1.366 -7.154 0.33
H -5.890 1.990 0.531 0.45
H 0.489 -1.636 -4.242 0.24
H -1.118 -5.164 -0.574 0.29
H 2.035 5.175 0.696 0.37
H 3.347 -5.619 0.564 0.36
H 0.969 3.841 2.583 0.51
H -3.394 -4.098 1.563 0.36
H -0.354 -0.674 -5.525 0.27
H 1.665 -2.212 4.833 0.49
H 4.246 1.459 -4.428 0.45
H -4.621 -4.980 -0.006 0.45
H 5.788 -2.531 2.073 0.54
H 0.243 1.026 4.168 0.60
H 1.731 8.449 3.020 0.48
H 4.256 0.589 -8.155 0.33
H 2.127 0.326 3.166 0.20
H 0.658 -2.070 -5.909 0.39
H 0.086 6.481 3.609 0.40
H -1.649 -3.836 1.280 0.40
H -2.852 -2.493 1.097 0.14
H -2.675 2.347 -4.580 0.37
H -0.814 -2.965 4.621 0.59
H -1.635 5.346 0.570 0.33
```